Entry 1:
{"formula": "C31H40LaN12OSe", "method": "ωB97M-V with the def2-TZVPD basis set", "symbols": ["La", "Se", "O", "N", "N", "N", "N", "N", "N", "N", "N", "N", "N", "N", "N", "C", "C", "C", "C", "C", "C", "C", "C", "C", "C", "C", "C", "C", "C", "C", "C", "C", "C", "C", "C", "C", "C", "C", "C", "C", "C", "C", "C", "C", "C", "C", "H", "H", "H", "H", "H", "H", "H", "H", "H", "H", "H", "H", "H", "H", "H", "H", "H", "H", "H", "H", "H", "H", "H", "H", "H", "H", "H", "H", "H", "H", "H", "H", "H", "H", "H", "H", "H", "H", "H", "H"], "coordinates": [[0.5489, 0.1101, 0.6975], [0.1371, 3.5704, 0.9792], [-1.6754, 0.1403, 1.4630], [2.0910, -1.8984, 0.1615], [-3.3544, -0.7958, 2.7856], [3.1486, -1.6020, 4.3350], [-3.1627, 5.9022, -1.5213], [4.2164, -2.9346, 0.1858], [2.8516, 1.8162, 0.6234], [-3.8617, 0.4746, 0.8912], [3.1860, -2.3325, 2.1749], [1.5093, -0.7743, 2.7556], [1.3567, 1.0344, -1.5779], [-0.3461, -0.9788, -1.5219], [2.2447, 2.0076, -1.6320], [-2.5353, -1.8090, 3.4074], [-2.3606, 4.5577, 0.3233], [-1.9380, 5.8450, -2.0476], [2.5882, -1.5098, 3.0780], [-2.3464, -2.1272, -2.2372], [4.4966, 4.0619, 0.3249], [-0.1382, -1.2959, -3.9874], [-1.9771, -4.0598, -0.2555], [-3.3494, 5.2400, -0.3751], [-0.8079, 5.2090, -1.4864], [4.3033, -3.0475, -1.2868], [-5.2630, 0.1492, 0.9805], [-3.0969, -3.3292, -2.2494], [0.2679, -0.7585, -5.1922], [-1.2762, -1.9955, -1.3209], [-2.8940, -0.0743, 1.6781], [0.9309, 0.4621, -5.2184], [3.1695, -2.3220, 0.7860], [-3.4712, 1.2002, -0.2845], [1.2213, 1.1582, -4.0303], [0.0783, -0.6284, -2.7686], [-1.0514, 4.5650, -0.2267], [0.8619, 0.5764, -2.7781], [-1.1372, -2.9136, -0.2811], [-4.4640, -0.3629, 3.5579], [-2.9238, -4.2654, -1.2259], [5.1406, -3.6627, 0.9818], [3.7669, 3.5768, -0.7340], [4.3736, 3.4391, 1.6100], [3.6106, 2.2938, 1.6603], [2.8956, 2.4372, -0.6002], [-3.4003, 0.5750, -1.1836], [-0.6372, -2.2525, -3.9485], [4.8342, 3.8029, 2.5164], [4.6948, -4.5019, 1.5451], [-3.5776, -5.1188, -1.1943], [0.1065, -1.2580, -6.1652], [-4.3330, -0.6133, 4.5774], [3.6979, -2.2279, -1.7118], [-5.4985, -0.8705, 1.2585], [-1.9496, -1.4555, 4.2644], [-2.5908, 4.0187, 1.2504], [5.7829, -3.0423, 1.6296], [-5.6001, 0.2975, -0.0659], [1.8161, 2.1046, -4.0172], [3.9587, -4.0503, -1.5922], [-1.8578, 6.2147, -3.0423], [3.8528, 3.9478, -1.7576], [5.1778, 4.8673, 0.1589], [5.3514, -2.9133, -1.6322], [1.1079, -0.3072, 3.5828], [3.9091, -2.9094, 2.5760], [-1.8760, -2.2227, 2.6606], [4.1604, -1.8226, 4.3529], [3.5719, 1.7284, 2.5840], [5.8841, -4.0693, 0.2731], [2.1577, -2.0061, -0.8725], [-2.5129, -1.3274, -2.9246], [-4.1829, 1.9563, -0.5351], [-3.2051, -2.6682, 3.6964], [-5.7716, 0.9442, 1.5848], [1.2179, 0.8742, -6.1814], [-4.3549, 5.2352, 0.0570], [2.8265, -0.9525, 5.0591], [-5.4629, -0.8643, 3.3170], [0.1375, 5.2441, -1.9497], [-0.3050, -2.8440, 0.3753], [-2.4658, 1.6213, -0.1423], [-3.7728, -3.4908, -3.0662], [-4.6196, 0.7640, 3.5026], [-1.8364, -4.7567, 0.5589]], "forces_ev_per_a": [[-0.503, 1.662, -1.772], [0.406, -0.175, -0.834], [-0.527, -0.957, 0.246], [1.337, 0.182, -0.123], [1.138, 0.353, -1.238], [0.463, 0.267, -0.476], [0.208, -0.516, 0.111], [-0.457, 0.796, -0.040], [0.397, -0.182, 0.161], [1.598, -1.077, 0.951], [1.080, -0.068, 0.164], [2.259, -1.665, 1.932], [1.909, 1.809, 0.220], [0.251, 0.054, 0.581], [-3.211, -2.442, -4.271], [-0.423, -0.961, -0.152], [0.305, 0.609, -1.322], [0.562, -0.932, 0.519], [-2.360, 1.511, 0.313], [-0.358, -2.066, 0.953], [-0.584, -0.945, 1.013], [-0.154, -0.487, -0.656], [0.888, 1.256, 0.704], [-0.104, -0.023, 0.590], [-2.539, -0.397, 2.401], [0.017, 0.191, 0.349], [-0.945, 1.402, -1.321], [0.983, 1.710, 0.455], [-0.144, -0.621, 0.181], [-0.197, 0.011, -1.017], [-1.819, 0.418, 0.713], [0.639, 1.914, 0.893], [-2.066, -0.293, -1.815], [1.487, 0.116, -0.751], [0.460, -0.416, -0.774], [-0.124, 0.879, 1.926], [-0.280, -0.710, 0.496], [0.764, 0.527, -1.202], [-1.239, -1.034, -1.054], [-2.767, 1.365, -0.395], [-0.388, 0.141, -0.570], [2.031, -0.908, -0.295], [-0.610, -1.160, -0.796], [-0.208, 0.140, -1.570], [-1.012, -0.108, -1.097], [2.596, 1.406, 5.239], [-0.095, -0.388, 0.259], [-0.044, 0.000, -0.144], [0.270, 0.069, -0.187], [0.154, 0.258, -0.222], [0.050, -0.338, -0.014], [-0.048, 0.065, 0.855], [0.598, -0.117, 1.137], [0.446, -0.656, -0.135], [0.177, 0.058, 0.227], [-0.211, -0.009, -0.019], [0.218, 0.358, -0.469], [-0.487, 0.014, 0.048], [-0.273, -0.305, 0.664], [-0.726, -1.019, -0.134], [-0.058, 0.529, -0.114], [0.151, 0.700, -0.603], [0.064, 0.221, 0.458], [0.201, 0.512, 0.077], [-0.665, -0.027, 0.448], [0.534, -0.183, -0.299], [-0.045, 0.091, -0.023], [0.412, -0.067, -0.192], [-1.154, 0.282, 0.251], [-0.224, -0.064, 0.001], [-0.405, -0.217, 0.478], [-0.169, 0.056, 1.218], [-0.110, 0.137, -0.552], [-0.354, 0.737, 0.218], [0.660, 0.911, 0.022], [0.087, -1.069, -0.339], [0.019, 0.086, 0.222], [0.111, 0.224, -0.314], [0.241, -0.477, -0.590], [1.274, 0.642, 0.046], [0.909, -0.097, -0.424], [0.626, 0.008, 0.594], [-0.520, 0.234, 0.005], [-0.500, -0.103, -0.038], [0.228, -1.451, 0.045], [-0.103, -0.185, -0.030]], "orbital_gap_ev": [4.91, 4.88], "total_charge": 1, "homo_energy_ev": [-8.65, -8.64]}



Entry 2:
{"formula": "C31H40N2O8", "method": "ωB97M-V with the def2-TZVPD basis set", "symbols": ["O", "O", "O", "O", "O", "O", "O", "O", "N", "N", "C", "C", "C", "C", "C", "C", "C", "C", "C", "C", "C", "C", "C", "C", "C", "C", "C", "C", "C", "C", "C", "C", "C", "C", "C", "C", "C", "C", "C", "C", "C", "H", "H", "H", "H", "H", "H", "H", "H", "H", "H", "H", "H", "H", "H", "H", "H", "H", "H", "H", "H", "H", "H", "H", "H", "H", "H", "H", "H", "H", "H", "H", "H", "H", "H", "H", "H", "H", "H", "H", "H"], "coordinates": [[-1.9415, 1.0630, 3.1040], [-6.4340, -0.1597, 10.4134], [2.5004, -0.1064, 3.5175], [-0.5184, 2.7741, 3.4430], [1.7862, 1.5789, 2.1406], [4.2324, 8.9061, 6.0089], [0.3758, -1.2979, 2.0752], [-1.1554, -1.5102, 3.7074], [2.7842, 6.5024, 6.1542], [-4.1262, 0.0522, 8.8152], [-1.9009, -0.5402, 8.0263], [1.6249, 4.5918, 7.2089], [3.8251, 8.4448, 7.2889], [1.1281, 2.5496, 5.8041], [-3.9845, -0.2075, 10.2386], [-2.9438, 2.1069, 2.9262], [-5.4000, 0.6704, 8.3848], [3.3026, 8.5917, 4.9849], [2.5143, 4.4124, 4.9574], [-1.6519, 1.9127, 6.7428], [-5.2458, -0.8129, 10.8451], [-0.7427, 1.5605, 3.4440], [2.3479, 5.1778, 6.1240], [3.8145, 0.1306, 2.9075], [-0.1167, -0.8631, 3.1327], [3.5698, 6.9462, 7.3182], [-6.5419, -0.1162, 8.9917], [-0.6598, 0.9365, 6.5012], [-1.4676, -2.7553, 2.9892], [1.0412, 3.3255, 7.0217], [1.9746, 3.1457, 4.8805], [0.4572, 1.1978, 5.5011], [-2.9138, -3.1041, 3.2296], [-0.8102, -0.2681, 7.2073], [1.5644, 0.7665, 3.0633], [4.6593, -1.0771, 3.1657], [-4.2592, 1.3957, 2.7149], [-2.8335, 1.6323, 7.4599], [-2.9501, 0.3941, 8.1233], [0.2737, 0.4868, 3.8032], [3.1511, 7.0889, 4.8479], [-2.9810, 2.7544, 3.8160], [-5.2674, -1.8910, 10.5965], [-2.0099, -1.4842, 8.5593], [1.5226, 5.1771, 8.1265], [2.9140, 8.9634, 7.6257], [4.3412, -1.9083, 2.5374], [4.2591, 1.0460, 3.3491], [-0.0982, -1.0649, 7.0210], [-2.6510, 2.6882, 2.0364], [-5.4325, 1.7234, 8.7084], [-6.5524, -1.1244, 8.5474], [4.6712, 8.6717, 7.9488], [3.7443, 8.9916, 4.0664], [4.0964, 6.6469, 4.4663], [-1.5873, 2.8938, 6.2477], [-3.6459, 2.3711, 7.5280], [-5.2284, -0.6668, 11.9329], [-5.0665, 2.1431, 2.6403], [-0.7894, -3.5611, 3.3448], [-1.2988, -2.5954, 1.9115], [-3.0948, -4.1194, 2.8651], [4.6574, -1.3772, 4.2121], [-4.4842, 0.7097, 3.5510], [2.3432, 6.8711, 4.1372], [5.6699, -0.8104, 2.8735], [-3.1966, -3.0404, 4.2808], [-5.4559, 0.6351, 7.2903], [2.3101, 9.0257, 5.1791], [3.0705, 4.7964, 4.1073], [1.2577, 0.3110, 5.5956], [2.1940, 2.6291, 3.9534], [3.6527, 0.2842, 1.8267], [-3.7583, 0.7351, 10.7760], [0.4366, 2.9859, 7.8908], [-3.1416, -0.8984, 10.3745], [4.5409, 6.4128, 7.3419], [3.0057, 6.6778, 8.2159], [-7.4900, 0.3950, 8.8087], [-4.2422, 0.8062, 1.7787], [-3.5642, -2.4396, 2.6436]], "forces_ev_per_a": [[0.003, 0.672, 0.526], [0.326, -0.252, -0.319], [0.195, 1.397, -0.502], [-0.368, -2.465, 0.211], [-0.991, -2.382, 2.794], [-0.163, 0.031, 0.175], [-0.393, 2.057, 2.886], [1.014, -0.228, -0.532], [-0.021, 0.738, -0.259], [-0.631, -0.469, -0.515], [-0.187, 0.682, -0.101], [0.670, -0.389, -1.555], [-0.027, -0.057, -0.107], [0.678, 1.326, 0.056], [0.015, 0.520, 0.145], [-0.090, -0.322, -0.325], [1.068, 0.006, 0.504], [0.275, -0.387, 0.063], [0.032, 0.198, 0.957], [-0.774, -0.045, -0.817], [0.004, -0.086, -0.118], [-0.059, 2.061, -1.389], [-0.552, -0.440, 0.049], [-0.467, 0.103, -0.078], [-0.635, -1.976, -0.937], [0.122, -0.577, -0.614], [-0.048, 0.275, 0.316], [-1.092, 0.180, -0.166], [-0.073, -0.122, -0.044], [-0.916, -0.483, 0.492], [-0.027, -0.546, -1.120], [2.723, -4.477, 1.602], [-0.329, 0.171, -0.212], [0.022, -0.234, -0.411], [1.678, 1.302, -2.355], [0.152, -0.099, -0.188], [-0.360, -0.243, -0.202], [0.868, -0.314, 0.109], [-0.056, 0.347, -0.366], [-0.912, 3.234, -0.766], [0.249, -0.366, 0.653], [0.241, -0.230, -0.360], [-0.251, 0.274, 0.097], [0.181, 0.131, -0.292], [-0.226, -0.545, -0.230], [0.180, 0.134, -0.127], [-0.048, -0.082, 0.140], [-0.425, -0.419, -0.213], [0.133, 0.043, 0.143], [-0.144, -0.032, 0.503], [-0.268, -0.074, -0.029], [-0.077, 0.088, 0.241], [-0.388, 0.057, 0.017], [-0.311, 0.069, 0.126], [-0.286, 0.239, 0.068], [0.112, -0.511, 0.188], [0.600, -0.342, -0.049], [0.072, -0.291, -0.275], [0.248, -0.312, 0.016], [-0.262, 0.664, -0.145], [0.024, -0.133, 0.628], [0.018, 0.056, 0.125], [-0.005, 0.035, 0.014], [0.112, 0.339, -0.313], [0.222, -0.004, 0.143], [0.291, -0.142, 0.034], [0.059, -0.059, -0.023], [0.060, 0.009, 0.191], [0.221, 0.168, 0.038], [-0.094, -0.187, 0.237], [-1.365, 2.145, 0.984], [-0.156, 0.268, 0.241], [0.157, 0.049, 0.558], [0.052, -0.170, -0.086], [0.456, -0.034, -0.844], [-0.231, 0.230, 0.155], [-0.235, 0.089, 0.010], [0.246, 0.135, -0.014], [0.065, -0.182, -0.167], [-0.028, 0.269, 0.448], [0.128, -0.084, 0.283]], "orbital_gap_ev": 8.09, "homo_energy_ev": -7.57, "e_above_lowest_kj_mol": 410.3, "smiles": "CCOC(=O)C(C(=O)OCC)(C(=O)OCC)C(c1ccc(N2CCOCC2)cc1)c1ccc(N2CCOCC2)cc1"}



Q: Number 1 is which compound?
A: C31H40LaN12OSe